No. 1
{"formula": "C29H30CrN7O9S", "method": "ωB97M-V/def2-TZVPD", "species": ["Cr", "C", "O", "C", "C", "C", "C", "C", "C", "O", "C", "O", "C", "H", "H", "H", "H", "H", "H", "H", "H", "H", "O", "N", "C", "C", "N", "C", "N", "O", "C", "O", "C", "C", "C", "C", "C", "C", "N", "O", "O", "H", "H", "H", "H", "C", "C", "C", "C", "N", "C", "S", "N", "C", "H", "H", "H", "H", "H", "H", "H", "H", "C", "N", "C", "C", "C", "O", "H", "H", "H", "H", "H", "H", "H", "H", "H"], "coordinates": [[10.1144, 9.9087, 10.8786], [9.4075, 16.5700, 10.9003], [10.8714, 16.3667, 10.6511], [11.2333, 15.0775, 10.7732], [12.4887, 14.8451, 11.3703], [13.0449, 13.5777, 11.3590], [12.2089, 12.4428, 11.1811], [12.7054, 11.0794, 11.3567], [14.1538, 10.9023, 11.7585], [11.9832, 10.0100, 11.3350], [10.8390, 12.7442, 10.7644], [9.8822, 11.8345, 10.8918], [10.5416, 14.0150, 10.2926], [9.2515, 17.6556, 10.9952], [9.1885, 16.0232, 11.7995], [8.8369, 16.1761, 10.0468], [13.0149, 15.6711, 11.8191], [14.0613, 13.4401, 11.6410], [14.4432, 11.6470, 12.5632], [14.7835, 11.0260, 10.8489], [14.2854, 9.8700, 12.1302], [9.6918, 14.1451, 9.6678], [8.1179, 9.9544, 10.1458], [7.2495, 9.0224, 12.2564], [6.8677, 7.7220, 12.1623], [6.7402, 6.8206, 13.2597], [6.4276, 5.9605, 13.9825], [6.6568, 7.2297, 10.8787], [6.5762, 7.0228, 9.7181], [11.4099, 6.3786, 9.3832], [11.1748, 7.5527, 9.6733], [10.3316, 7.8908, 10.6611], [11.7703, 8.6511, 8.8048], [10.9220, 9.7263, 8.4505], [11.4536, 10.9205, 7.9987], [12.8037, 11.0716, 7.9078], [13.6572, 10.0260, 8.1763], [13.1583, 8.7680, 8.4889], [13.4512, 12.3311, 7.7222], [14.6082, 12.5157, 8.1847], [12.8035, 13.2181, 7.1085], [9.8777, 9.5720, 8.3046], [10.7665, 11.7742, 7.8622], [14.7479, 10.2188, 8.1156], [13.7829, 7.8287, 8.6038], [5.7824, 10.4613, 6.6660], [6.6456, 11.6388, 6.9185], [7.7794, 12.0172, 6.2559], [8.5370, 13.0634, 6.7864], [8.1699, 13.8479, 7.8399], [7.0518, 13.5172, 8.4866], [6.4464, 14.2420, 9.8676], [6.3283, 12.4664, 7.9786], [9.7974, 13.5466, 6.1967], [6.0568, 10.0481, 5.6928], [4.7307, 10.7849, 6.6477], [5.9322, 9.6675, 7.3793], [8.1868, 11.5074, 5.3884], [5.4326, 12.2567, 8.4805], [10.4906, 12.8022, 5.8723], [10.2713, 14.2657, 6.8849], [9.5255, 14.0560, 5.2677], [6.9844, 10.0002, 11.1570], [7.6206, 9.5581, 13.5099], [6.5835, 9.4055, 14.5349], [8.8997, 10.0046, 13.7374], [9.1232, 10.5845, 15.1128], [9.8311, 9.9411, 12.9190], [6.0156, 9.8204, 10.6537], [8.0389, 9.0780, 9.6221], [7.0322, 11.0302, 11.5694], [5.6419, 9.0320, 14.1477], [6.3618, 10.3870, 14.9313], [6.9668, 8.7933, 15.3745], [8.9150, 9.9118, 15.9391], [8.4376, 11.4844, 15.1903], [10.1095, 10.9956, 15.1305]], "gap_ev": [3.99, 4.26], "homo_energy_ev": [-5.99, -5.99], "s2": 3.777, "total_energy_ev": -98669.018, "lumo_energy_ev": [-1.993, -1.728], "total_charge": 0, "de_lowest_ev": 2.198, "spin_multiplicity": 4}


No. 2
{"formula": "C46H52BiFN5O2Se", "method": "ωB97M-V/def2-TZVPD", "species": ["Bi", "C", "C", "C", "C", "C", "C", "C", "C", "C", "C", "C", "C", "N", "C", "C", "C", "C", "C", "C", "F", "H", "H", "H", "H", "H", "H", "H", "H", "H", "H", "H", "H", "H", "H", "H", "H", "H", "H", "H", "H", "H", "N", "N", "C", "O", "O", "H", "H", "H", "N", "C", "C", "C", "C", "C", "C", "C", "C", "C", "C", "C", "C", "H", "H", "H", "H", "H", "H", "H", "H", "H", "H", "N", "C", "C", "C", "C", "C", "C", "H", "H", "H", "H", "H", "H", "H", "C", "C", "C", "C", "C", "C", "Se", "C", "C", "C", "H", "H", "H", "H", "H", "H", "H", "H", "H", "H", "H"], "coordinates": [[-0.0711, -0.4595, -0.1095], [1.8169, 6.0347, 1.3874], [1.0714, 5.0463, 0.4813], [0.2913, 5.8254, -0.5870], [1.9941, 4.0061, -0.1236], [2.8465, 4.4013, -1.2357], [3.6442, 3.5877, -1.9446], [3.7825, 2.1511, -1.5715], [2.8386, 1.6919, -0.4505], [3.5871, 0.7540, 0.5161], [4.6315, 1.5619, 1.2945], [4.2864, -0.4494, -0.1294], [1.9874, 2.7012, 0.2976], [1.0870, 2.1126, 1.1281], [0.8388, 2.3754, 2.4174], [1.6740, 3.1145, 3.2964], [1.3944, 3.2622, 4.6440], [0.2613, 2.6947, 5.2142], [-0.5937, 1.9682, 4.3875], [-0.3014, 1.8373, 3.0546], [-1.1876, 1.1265, 2.2818], [1.1382, 6.8076, 1.7602], [2.6295, 6.5210, 0.8387], [2.2479, 5.5203, 2.2439], [0.3440, 4.5107, 1.0970], [0.9342, 6.5392, -1.1084], [-0.5244, 6.3893, -0.1273], [-0.1405, 5.1518, -1.3327], [2.8117, 5.4480, -1.5290], [4.2324, 3.9595, -2.7778], [4.8371, 1.8941, -1.4485], [2.8554, 0.3907, 1.2395], [5.3858, 1.9764, 0.6197], [5.1387, 0.9151, 2.0143], [4.1808, 2.3917, 1.8386], [5.1902, -0.1382, -0.6640], [3.6356, -0.9678, -0.8263], [4.5739, -1.1538, 0.6540], [2.5686, 3.5548, 2.8773], [2.0775, 3.8294, 5.2675], [0.0464, 2.8048, 6.2691], [-1.4891, 1.4952, 4.7731], [-0.2182, 1.9564, -1.5904], [1.0179, 1.8748, -2.2672], [2.0322, 1.0388, -1.6361], [3.1752, 1.1875, -2.4991], [1.5402, -0.2248, -1.5138], [-0.9268, 2.1868, -2.2764], [-0.1990, 2.6503, -0.8442], [1.4136, 2.7774, -2.4975], [0.5648, -0.9533, -4.2131], [-0.3549, 0.0799, -4.1261], [-0.1272, 1.2678, -4.8292], [-1.0613, 2.2830, -4.8497], [-2.2743, 2.1274, -4.1853], [-2.5131, 0.9450, -3.5025], [-1.5674, -0.0778, -3.4332], [-1.9099, -1.3531, -2.7308], [-2.8854, -2.1480, -3.3378], [-3.2907, -3.3505, -2.7802], [-2.7201, -3.7792, -1.5933], [-1.7662, -2.9851, -0.9711], [-1.3347, -1.7735, -1.5141], [1.5152, -0.6235, -4.2958], [0.5000, -1.6098, -3.4504], [0.8125, 1.3808, -5.3577], [-0.8563, 3.1930, -5.4001], [-3.0203, 2.9126, -4.1984], [-3.4674, 0.8063, -3.0094], [-3.3199, -1.8127, -4.2735], [-4.0487, -3.9511, -3.2705], [-3.0136, -4.7212, -1.1443], [-1.3529, -3.3290, -0.0325], [-2.9054, 1.3351, 0.6309], [-3.6145, 0.1469, 0.8104], [-4.3229, -0.4437, -0.2383], [-5.0489, -1.6051, -0.0378], [-5.0929, -2.2029, 1.2154], [-4.4017, -1.6147, 2.2655], [-3.6727, -0.4509, 2.0728], [-2.5830, 1.5181, -0.3081], [-2.1943, 1.5002, 1.3307], [-4.2895, 0.0135, -1.2174], [-5.5773, -2.0515, -0.8711], [-5.6521, -3.1173, 1.3706], [-4.4229, -2.0705, 3.2487], [-3.1269, -0.0020, 2.8962], [-1.1761, -7.9073, 2.1518], [-0.6546, -6.5312, 1.8247], [-1.0479, -5.4195, 2.5531], [-0.5140, -4.1545, 2.3122], [-1.0004, -2.9777, 3.1124], [0.4471, -4.0137, 1.3051], [1.3923, -2.3408, 1.0723], [0.8210, -5.1118, 0.5160], [1.8073, -4.9723, -0.6129], [0.2642, -6.3543, 0.7963], [-2.0282, -7.8576, 2.8300], [-0.3950, -8.5007, 2.6332], [-1.4830, -8.4394, 1.2496], [-1.7852, -5.5338, 3.3427], [-1.5449, -3.3087, 3.9985], [-1.6754, -2.3565, 2.5143], [-0.1677, -2.3452, 3.4204], [1.5569, -4.1125, -1.2355], [1.8204, -5.8719, -1.2296], [2.8118, -4.7949, -0.2227], [0.5595, -7.2098, 0.1950]], "gap_ev": 6.52, "homo_energy_ev": -4.05, "total_energy_ev": -133996.366, "lumo_energy_ev": 2.477, "total_charge": -1, "de_lowest_ev": 2.958}